[1]
A molecular structure, C44H60BrN5O4Pd. Source: the OMol25 dataset; level of theory: ωB97M-V/def2-TZVPD.

Net charge: +4
Multiplicity: 5
Lowest unoccupied orbital energy (spin up / spin down) (eV): -10.44 / -13.35
Frontier orbital gap (spin up / spin down) (eV): 5.27 / 3.13
Energy relative to the best compared isomer or geometry (same formula, charge and spin) (eV): 0.284

Geometry as XYZ:
```
115
C44H60BrN5O4Pd | the OMol25 dataset | ωB97M-V/def2-TZVPD
Pd -0.863 0.447 -0.627
C 5.935 -1.407 -3.551
C 5.022 -1.818 -2.395
C 4.651 -3.306 -2.558
C 5.790 -1.624 -1.073
C 3.735 -1.022 -2.346
C 2.825 -1.269 -1.300
C 1.607 -0.642 -1.290
N 0.586 -0.774 -0.353
C 0.403 -1.642 0.683
C 1.123 -2.809 0.932
C 0.838 -3.559 2.056
C -0.200 -3.118 2.929
C -0.994 -2.022 2.719
C -0.732 -1.275 1.526
O -1.479 -0.295 1.124
C -2.094 -1.710 3.746
C -2.875 -0.417 3.489
C -3.099 -2.874 3.750
C -1.448 -1.596 5.137
C 1.577 -4.843 2.385
C 0.564 -6.002 2.432
C 2.239 -4.693 3.768
C 2.657 -5.176 1.357
C 1.285 0.325 -2.330
O 0.120 0.892 -2.281
C 2.241 0.650 -3.351
C 3.419 -0.051 -3.326
C 1.967 1.756 -4.368
C 3.133 1.919 -5.345
C 1.794 3.084 -3.608
C 0.704 1.445 -5.188
H 6.823 -2.037 -3.540
H 6.270 -0.373 -3.458
H 5.458 -1.545 -4.523
H 5.566 -3.896 -2.618
H 4.081 -3.473 -3.473
H 4.069 -3.676 -1.711
H 6.736 -2.161 -1.132
H 5.244 -2.015 -0.213
H 6.009 -0.570 -0.897
H 3.121 -1.924 -0.499
H 1.868 -3.148 0.234
H -0.379 -3.709 3.816
H -3.455 -0.461 2.568
H -2.215 0.449 3.436
H -3.567 -0.265 4.318
H -3.564 -2.984 2.764
H -3.889 -2.682 4.477
H -2.627 -3.819 4.015
H -0.665 -0.836 5.145
H -1.009 -2.536 5.467
H -2.204 -1.316 5.871
H -0.221 -5.834 3.170
H 1.081 -6.922 2.705
H 0.100 -6.153 1.454
H 1.507 -4.546 4.562
H 2.936 -3.855 3.782
H 2.795 -5.602 3.999
H 2.243 -5.306 0.354
H 3.138 -6.114 1.631
H 3.434 -4.409 1.326
H 4.159 0.155 -4.082
H 4.057 2.195 -4.835
H 2.897 2.718 -6.048
H 3.306 1.011 -5.926
H 2.698 3.328 -3.047
H 0.950 3.043 -2.917
H 1.617 3.889 -4.323
H 0.822 0.515 -5.746
H 0.539 2.247 -5.908
H -0.179 1.362 -4.555
C -2.954 1.410 -2.754
O -2.459 1.992 -1.512
C -2.730 3.280 -1.294
C -3.563 4.034 -2.092
C -3.783 5.375 -1.780
Br -4.865 6.406 -2.832
C -3.193 5.974 -0.631
C -2.356 5.243 0.186
C -2.064 3.905 -0.165
O -1.182 3.150 0.466
C -1.833 5.936 1.372
N -1.797 7.273 1.405
C -1.335 7.598 2.614
C -1.067 8.901 3.152
C -0.490 8.962 4.387
C -0.225 7.782 5.118
C -0.487 6.477 4.611
C -1.056 6.421 3.377
N -1.384 5.369 2.517
H -2.613 2.004 -3.600
H -4.041 1.352 -2.720
H -2.509 0.423 -2.800
H -4.030 3.623 -2.974
H -3.405 7.007 -0.383
H -0.471 3.663 0.881
H -1.349 9.787 2.599
H -0.250 9.919 4.830
H 0.192 7.868 6.114
H -0.225 5.601 5.188
H -1.476 4.402 2.794
N -4.399 -4.983 -0.679
C -4.638 -3.708 -1.456
C -3.831 -2.512 -0.929
N -2.480 -2.327 -1.450
H -4.925 -5.761 -1.089
H -4.707 -4.893 0.292
H -3.414 -5.257 -0.675
H -5.707 -3.513 -1.397
H -4.388 -3.925 -2.494
H -3.770 -2.544 0.163
H -4.418 -1.625 -1.172
H -2.470 -2.368 -2.464
H -1.837 -3.036 -1.115
```

Löwdin population analysis, charges in e, atoms 1 to 99: atom 1 (Pd): 1.081, atom 2 (C): -0.045, atom 3 (C): -0.545, atom 4 (C): -0.017, atom 5 (C): -0.020, atom 6 (C): -0.080, atom 7 (C): 0.055, atom 8 (C): -0.137, atom 9 (N): -0.012, atom 10 (C): -0.162, atom 11 (C): 0.044, atom 12 (C): -0.113, atom 13 (C): 0.041, atom 14 (C): -0.074, atom 15 (C): -0.240, atom 16 (O): -0.152, atom 17 (C): -0.532, atom 18 (C): -0.061, atom 19 (C): -0.032, atom 20 (C): -0.028, atom 21 (C): -0.550, atom 22 (C): -0.026, atom 23 (C): -0.018, atom 24 (C): -0.052, atom 25 (C): -0.218, atom 26 (O): -0.142, atom 27 (C): -0.055, atom 28 (C): 0.073, atom 29 (C): -0.529, atom 30 (C): -0.045, atom 31 (C): -0.030, atom 32 (C): -0.026, atom 33 (H): 0.101, atom 34 (H): 0.099, atom 35 (H): 0.096, atom 36 (H): 0.103, atom 37 (H): 0.099, atom 38 (H): 0.073, atom 39 (H): 0.102, atom 40 (H): 0.076, atom 41 (H): 0.099, atom 42 (H): 0.101, atom 43 (H): 0.087, atom 44 (H): 0.111, atom 45 (H): 0.073, atom 46 (H): 0.079, atom 47 (H): 0.094, atom 48 (H): 0.067, atom 49 (H): 0.100, atom 50 (H): 0.085, atom 51 (H): 0.097, atom 52 (H): 0.086, atom 53 (H): 0.097, atom 54 (H): 0.080, atom 55 (H): 0.102, atom 56 (H): 0.086, atom 57 (H): 0.085, atom 58 (H): 0.099, atom 59 (H): 0.102, atom 60 (H): 0.089, atom 61 (H): 0.102, atom 62 (H): 0.090, atom 63 (H): 0.098, atom 64 (H): 0.098, atom 65 (H): 0.100, atom 66 (H): 0.100, atom 67 (H): 0.098, atom 68 (H): 0.061, atom 69 (H): 0.095, atom 70 (H): 0.100, atom 71 (H): 0.097, atom 72 (H): 0.055, atom 73 (C): 0.012, atom 74 (O): -0.108, atom 75 (C): -0.148, atom 76 (C): -0.010, atom 77 (C): -0.614, atom 78 (Br): 1.089, atom 79 (C): 0.026, atom 80 (C): -0.032, atom 81 (C): -0.107, atom 82 (O): 0.143, atom 83 (C): -0.190, atom 84 (N): 0.229, atom 85 (C): -0.143, atom 86 (C): 0.093, atom 87 (C): 0.001, atom 88 (C): 0.078, atom 89 (C): 0.079, atom 90 (C): -0.137, atom 91 (N): 0.200, atom 92 (H): 0.117, atom 93 (H): 0.118, atom 94 (H): 0.079, atom 95 (H): 0.124, atom 96 (H): 0.134, atom 97 (H): 0.154, atom 98 (H): 0.146, atom 99 (H): 0.140



[2]
2 unconnected molecules or ions with the total composition C2H3N3O at a distorted geometry. Source: the OMol25 dataset; level of theory: ωB97M-V/def2-TZVPD.

Net charge: 0
Lowest unoccupied orbital energy (eV): 0.69
Frontier orbital gap (eV): 10.49
Energy relative to the best compared isomer or geometry (same formula, charge and spin) (eV): 4.466

Geometry as XYZ:
```
9
C2H3N3O | the OMol25 dataset | ωB97M-V/def2-TZVPD
O -1.347 -0.912 -1.470
C -0.069 -0.693 -1.302
C 1.114 -0.509 -1.163
N 0.560 0.662 2.070
N -0.466 0.749 1.400
N -1.479 0.829 0.899
H -1.843 -0.410 -0.799
H 2.167 -0.363 -1.088
H 1.369 0.661 1.448
```

Okay, here come the Löwdin numbers, in e, for every atom: atom 1 (O): 0.052, atom 2 (C): -0.312, atom 3 (C): 0.075, atom 4 (N): 0.105, atom 5 (N): -0.289, atom 6 (N): 0.206, atom 7 (H): 0.076, atom 8 (H): 0.022, atom 9 (H): 0.066



[3]
2 unconnected molecules or ions with the total composition C22H19F6N2O10PS at a distorted geometry. Source: the OMol25 dataset; level of theory: ωB97M-V/def2-TZVPD.

Net charge: 0
Lowest unoccupied orbital energy (eV): -1.34
Frontier orbital gap (eV): 8.07

Geometry as XYZ:
```
61
C22H19F6N2O10PS | the OMol25 dataset | ωB97M-V/def2-TZVPD
N -2.850 -0.446 -0.526
P -2.152 0.919 -0.094
O -2.361 2.071 -1.355
O -2.781 1.574 1.385
C -0.293 0.591 0.271
O 0.538 1.683 -0.235
C 0.522 2.801 0.702
C 1.476 3.987 0.102
O 2.400 4.302 1.148
C 3.301 5.384 0.796
C 3.079 6.743 1.632
F 4.326 7.100 2.281
F 2.173 6.467 2.724
C 2.642 8.010 0.755
F 2.961 9.179 1.550
F 3.371 8.158 -0.467
C 2.159 3.357 -1.223
O 3.263 2.770 -1.078
N 1.615 3.451 -2.592
C 2.489 4.246 -3.489
O 3.512 3.681 -3.939
F 2.227 5.582 -3.888
S 0.278 5.396 -0.295
O -0.156 6.136 0.958
O -1.004 4.859 -0.918
F 0.980 6.387 -1.453
H -3.255 -0.292 -1.466
H -1.567 2.069 -1.950
H -3.294 2.363 1.077
H -0.119 0.394 1.402
H -0.070 -0.412 -0.262
H 0.983 2.398 1.685
H -0.535 3.163 0.950
H 3.319 5.663 -0.312
H 4.367 5.013 1.056
H 1.532 8.065 0.498
H 0.673 3.877 -2.627
O -2.167 -8.610 -0.253
C -1.819 -7.467 -0.008
C -2.825 -6.392 0.143
C -4.183 -6.695 0.024
C -5.136 -5.698 0.204
C -4.738 -4.397 0.504
C -3.386 -4.088 0.605
C -2.426 -5.084 0.419
C -0.989 -4.741 0.511
O -0.638 -3.587 0.699
C 0.016 -5.820 0.380
C 1.373 -5.516 0.501
C 2.323 -6.528 0.413
C 1.921 -7.846 0.204
C 0.571 -8.150 0.069
C -0.386 -7.136 0.151
H -4.499 -7.708 -0.204
H -6.191 -5.937 0.116
H -5.483 -3.622 0.656
H -3.083 -3.070 0.834
H 1.692 -4.492 0.669
H 3.377 -6.290 0.511
H 2.663 -8.636 0.145
H 0.265 -9.178 -0.097
```

Okay, here come the Löwdin numbers, in e, for every atom: atom 1 (N): -0.200, atom 2 (P): 0.683, atom 3 (O): -0.213, atom 4 (O): -0.214, atom 5 (C): -0.197, atom 6 (O): -0.224, atom 7 (C): -0.103, atom 8 (C): -0.313, atom 9 (O): -0.065, atom 10 (C): -0.049, atom 11 (C): -0.256, atom 12 (F): 0.031, atom 13 (F): 0.043, atom 14 (C): -0.155, atom 15 (F): 0.006, atom 16 (F): 0.017, atom 17 (C): -0.290, atom 18 (O): 0.136, atom 19 (N): 0.167, atom 20 (C): -0.334, atom 21 (O): 0.128, atom 22 (F): 0.059, atom 23 (S): 0.872, atom 24 (O): -0.268, atom 25 (O): -0.309, atom 26 (F): -0.201, atom 27 (H): -0.012, atom 28 (H): 0.076, atom 29 (H): 0.072, atom 30 (H): 0.131, atom 31 (H): 0.127, atom 32 (H): 0.171, atom 33 (H): 0.130, atom 34 (H): 0.143, atom 35 (H): 0.176, atom 36 (H): 0.158, atom 37 (H): 0.115, atom 38 (O): 0.101, atom 39 (C): -0.280, atom 40 (C): -0.087, atom 41 (C): 0.000, atom 42 (C): -0.058, atom 43 (C): -0.053, atom 44 (C): 0.005, atom 45 (C): -0.083, atom 46 (C): -0.279, atom 47 (O): 0.087, atom 48 (C): -0.085, atom 49 (C): 0.000, atom 50 (C): -0.060, atom 51 (C): -0.058, atom 52 (C): 0.003, atom 53 (C): -0.084, atom 54 (H): 0.120, atom 55 (H): 0.107, atom 56 (H): 0.109, atom 57 (H): 0.103, atom 58 (H): 0.119, atom 59 (H): 0.107, atom 60 (H): 0.107, atom 61 (H): 0.121



[4]
A molecular structure, C21H40N2O2PdSi4Te. Source: the OMol25 dataset; level of theory: ωB97M-V/def2-TZVPD.

Net charge: 0
Multiplicity: 3
Lowest unoccupied orbital energy (spin up / spin down) (eV): 0.63 / -1.41
Frontier orbital gap (spin up / spin down) (eV): 7.78 / 5.73
Energy relative to the best compared isomer or geometry (same formula, charge and spin) (eV): 0.000

Geometry as XYZ:
```
71
C21H40N2O2PdSi4Te | the OMol25 dataset | ωB97M-V/def2-TZVPD
Pd 0.710 0.416 1.714
O -0.176 -0.530 0.044
C 0.176 -1.692 -0.414
C -0.004 -1.951 -1.797
C 0.352 -3.146 -2.368
C 0.915 -4.169 -1.599
C 1.090 -3.950 -0.251
C 0.723 -2.745 0.366
C 0.893 -2.623 1.810
N 0.997 -1.519 2.533
C 1.189 -1.900 3.843
C 1.190 -3.252 3.922
N 1.002 -3.696 2.633
H -0.440 -1.156 -2.387
H 0.201 -3.293 -3.431
H 1.217 -5.105 -2.048
H 1.558 -4.730 0.339
H 1.310 -1.175 4.629
H 1.303 -3.924 4.753
H 0.889 -4.649 2.342
C 2.196 1.319 -1.427
C 3.243 0.974 -0.405
C 4.641 1.466 -0.660
O 2.986 0.321 0.591
H 2.487 0.877 -2.385
H 2.164 2.400 -1.576
H 1.222 0.939 -1.126
H 4.628 2.553 -0.757
H 5.002 1.067 -1.610
H 5.303 1.167 0.148
C -2.810 5.855 2.985
Si -0.935 5.792 2.999
C -0.284 6.996 4.285
C -0.283 6.280 1.308
Si -0.294 3.595 3.503
Te -1.097 2.197 1.573
Si -1.415 2.799 5.401
C -0.630 1.164 5.894
C -3.228 2.523 5.025
C -1.250 4.028 6.813
Si 2.016 3.343 3.710
C 2.885 3.993 2.179
C 2.577 4.294 5.232
C 2.516 1.549 3.950
H -3.158 6.809 2.580
H -3.214 5.753 3.994
H -3.232 5.054 2.375
H -0.617 8.014 4.067
H 0.807 7.001 4.299
H -0.628 6.736 5.287
H -0.755 7.213 0.987
H -0.504 5.517 0.559
H 0.796 6.436 1.316
H -0.471 0.535 5.015
H -1.280 0.618 6.583
H 0.332 1.315 6.388
H -3.354 1.824 4.197
H -3.735 3.451 4.756
H -3.728 2.105 5.902
H -0.207 4.276 7.019
H -1.683 3.615 7.728
H -1.774 4.960 6.590
H 2.565 5.003 1.919
H 2.663 3.346 1.329
H 3.967 4.005 2.330
H 2.265 5.338 5.209
H 3.668 4.269 5.300
H 2.175 3.850 6.145
H 2.098 0.836 3.218
H 2.229 1.190 4.939
H 3.600 1.452 3.844
```

Okay, here come the Löwdin numbers, in e, for every atom: atom 1 (Pd): 0.494, atom 2 (O): -0.280, atom 3 (C): -0.375, atom 4 (C): -0.025, atom 5 (C): -0.099, atom 6 (C): -0.114, atom 7 (C): -0.063, atom 8 (C): -0.094, atom 9 (C): -0.256, atom 10 (N): -0.005, atom 11 (C): -0.126, atom 12 (C): -0.080, atom 13 (N): 0.107, atom 14 (H): 0.112, atom 15 (H): 0.100, atom 16 (H): 0.092, atom 17 (H): 0.100, atom 18 (H): 0.088, atom 19 (H): 0.109, atom 20 (H): 0.147, atom 21 (C): -0.014, atom 22 (C): -0.488, atom 23 (C): -0.017, atom 24 (O): 0.005, atom 25 (H): 0.095, atom 26 (H): 0.091, atom 27 (H): 0.050, atom 28 (H): 0.086, atom 29 (H): 0.088, atom 30 (H): 0.084, atom 31 (C): -0.222, atom 32 (Si): 0.310, atom 33 (C): -0.212, atom 34 (C): -0.221, atom 35 (Si): 0.041, atom 36 (Te): 0.596, atom 37 (Si): 0.316, atom 38 (C): -0.220, atom 39 (C): -0.220, atom 40 (C): -0.215, atom 41 (Si): 0.315, atom 42 (C): -0.202, atom 43 (C): -0.211, atom 44 (C): -0.217, atom 45 (H): 0.031, atom 46 (H): 0.020, atom 47 (H): 0.024, atom 48 (H): 0.033, atom 49 (H): 0.016, atom 50 (H): 0.016, atom 51 (H): 0.031, atom 52 (H): 0.017, atom 53 (H): 0.015, atom 54 (H): 0.007, atom 55 (H): 0.034, atom 56 (H): 0.023, atom 57 (H): 0.016, atom 58 (H): 0.017, atom 59 (H): 0.033, atom 60 (H): 0.018, atom 61 (H): 0.032, atom 62 (H): 0.018, atom 63 (H): 0.014, atom 64 (H): 0.010, atom 65 (H): 0.036, atom 66 (H): 0.014, atom 67 (H): 0.033, atom 68 (H): 0.021, atom 69 (H): -0.045, atom 70 (H): 0.018, atom 71 (H): 0.047



Number 1: molecular weight 909.32 g mol⁻¹. Number 2: molecular weight 85.07 g mol⁻¹. Number 3: molecular weight 648.43 g mol⁻¹. Number 4: molecular weight 698.93 g mol⁻¹.